Density functional theory data (the ωB97M-V functional and the def2-TZVPD basis) for a structure of composition C23H19CuN7O5S3.

Calculated values
- ΔE to the lowest compared entry with this formula, charge and spin: 0.000 eV
- Orbital gap (spin up / spin down): 5.61 / 5.50 eV
- <S²>: 0.7548
- Net charge: -2
- 2S+1: 2

Element x y z (Å)
Cu 0.190 -2.087 0.259
N 2.961 -0.353 -2.838
C 2.198 -0.923 -1.822
S 0.547 -1.215 -2.137
N 2.913 -1.141 -0.732
N 2.206 -1.660 0.313
C 2.858 -1.874 1.388
C 2.173 -2.385 2.581
C 2.879 -2.967 3.622
C 2.164 -3.537 4.664
C 0.784 -3.496 4.635
C 0.157 -2.855 3.570
N 0.838 -2.305 2.575
H 2.557 -0.490 -3.750
H 3.944 -0.570 -2.762
H 3.934 -1.710 1.402
H 3.961 -3.011 3.588
H 2.683 -4.035 5.475
H 0.187 -3.977 5.398
H -0.919 -2.825 3.482
C 2.082 3.275 -3.877
O 0.871 2.580 -4.056
C -0.180 2.961 -3.270
C -1.204 2.026 -3.116
C -2.283 2.308 -2.308
C -2.366 3.532 -1.632
C -1.381 4.477 -1.849
C -0.274 4.196 -2.648
N -3.475 3.910 -0.790
N -3.954 3.120 0.056
C -3.326 1.892 0.381
C -4.156 0.782 0.452
C -3.686 -0.521 0.501
C -2.296 -0.789 0.505
O -1.796 -1.941 0.446
C -1.424 0.391 0.611
N -0.110 0.116 0.730
C 0.752 1.093 0.853
C 0.344 2.436 0.916
C -0.983 2.738 0.779
C -1.924 1.705 0.573
H 2.841 2.714 -4.418
H 2.357 3.317 -2.820
H 2.031 4.294 -4.278
H -1.095 1.058 -3.586
H -3.044 1.553 -2.160
H -1.466 5.435 -1.350
H 0.502 4.940 -2.766
H -5.225 0.961 0.379
H -4.363 -1.364 0.495
H 1.799 0.817 0.907
H 1.081 3.216 1.062
H -1.321 3.765 0.828
O -1.586 -4.780 1.922
S -0.632 -5.620 1.204
O -1.255 -6.513 0.236
O 0.293 -6.310 2.111
S 0.638 -4.353 0.067

These are the natural (NBO) partial charges, in e, on atoms 1 to 2: atom 1 (Cu): 1.28, atom 2 (N): -0.83


Density functional theory data (the ωB97M-V functional and the def2-TZVPD basis) for a structure of composition C23H19HgN3O6.

Calculated values
- ΔE to the lowest compared entry with this formula, charge and spin: 0.372 eV
- Orbital gap (spin up / spin down): 6.01 / 6.89 eV
- <S²>: 0.7629
- Net charge: -1
- 2S+1: 2

Element x y z (Å)
Hg 0.571 -0.210 0.580
O 2.388 0.210 1.735
C 2.789 -0.265 2.842
C 3.788 0.444 3.586
C 4.300 -0.024 4.762
C 3.857 -1.244 5.305
C 2.893 -1.949 4.635
C 2.339 -1.507 3.416
C 1.375 -2.365 2.794
N 0.756 -2.176 1.686
C -0.093 -3.228 1.164
C -0.191 -3.090 -0.360
N -0.803 -1.818 -0.662
C -1.443 -1.695 -1.765
C -2.348 -0.650 -2.176
C -2.684 -0.580 -3.536
C -3.648 0.272 -4.021
C -4.364 1.057 -3.110
C -4.077 1.012 -1.772
C -3.022 0.202 -1.227
O -2.760 0.233 0.007
H 4.125 1.384 3.168
H 5.060 0.543 5.287
H 4.275 -1.618 6.230
H 2.523 -2.882 5.050
H 1.189 -3.305 3.333
H -1.101 -3.127 1.582
H 0.308 -4.215 1.422
H -0.770 -3.925 -0.775
H 0.822 -3.117 -0.781
H -1.388 -2.527 -2.487
H -2.127 -1.203 -4.231
H -3.867 0.323 -5.079
H -5.159 1.702 -3.471
H -4.663 1.602 -1.074
O 2.036 0.354 -3.548
C 1.583 0.390 -2.253
O 1.883 -0.559 -1.505
C 0.819 1.528 -1.895
C 0.420 2.516 -2.828
C -0.372 3.541 -2.421
C -0.805 3.601 -1.070
C -0.414 2.608 -0.203
N 0.406 1.604 -0.572
C -0.898 2.570 1.225
O -1.936 3.379 1.514
O -0.332 1.986 2.111
H 2.556 -0.456 -3.603
H 0.745 2.409 -3.853
H -0.692 4.309 -3.113
H -1.406 4.438 -0.742
H -2.443 3.517 0.705

These are the natural (NBO) partial charges, in e, on atoms 1 to 2: atom 1 (Hg): 1.61, atom 2 (O): -0.79


Density functional theory data (the ωB97M-V functional and the def2-TZVPD basis) for a structure of composition C23H19IN4O3Se3TeV.

Calculated values
- ΔE to the lowest compared entry with this formula, charge and spin: 0.714 eV
- Orbital gap (spin up / spin down): 4.30 / 5.01 eV
- <S²>: 3.8529
- Net charge: -2
- 2S+1: 4

Element x y z (Å)
V -0.175 0.009 -0.166
C -3.259 2.748 -2.206
C -2.334 3.359 -1.197
N -2.160 4.679 -1.224
C -1.289 5.212 -0.355
C -0.605 4.500 0.602
C 0.355 5.205 1.508
O -0.131 5.336 2.860
C -0.828 3.097 0.700
C -0.281 2.326 1.739
N -0.423 0.976 1.795
C -0.233 0.332 2.975
C 0.414 0.863 4.121
C 0.594 0.120 5.269
C 0.131 -1.188 5.373
C -0.538 -1.736 4.284
C -0.712 -0.990 3.138
I -1.746 -1.826 1.521
C -1.672 2.503 -0.288
O -1.855 1.206 -0.357
H -3.772 3.537 -2.755
H -2.692 2.126 -2.904
H -3.987 2.094 -1.721
H -1.123 6.285 -0.445
H 1.304 4.666 1.573
H 0.560 6.204 1.107
H -1.092 5.309 2.799
H 0.227 2.854 2.537
H 0.800 1.872 4.094
H 1.114 0.574 6.105
H 0.274 -1.767 6.277
H -0.928 -2.745 4.329
Se -1.236 -0.888 -2.383
Se -0.542 0.340 -4.180
Te 2.305 -2.778 -3.274
Se 0.622 -2.173 -1.488
O 0.928 1.455 -0.988
C 1.925 2.143 -0.571
C 2.175 3.411 -1.162
C 3.190 4.224 -0.730
C 4.030 3.828 0.320
C 3.828 2.594 0.897
C 2.808 1.732 0.471
C 2.671 0.415 1.058
N 1.681 -0.450 0.904
C 1.998 -1.573 1.630
C 3.193 -1.396 2.242
N 3.610 -0.137 1.877
H 1.501 3.710 -1.956
H 3.332 5.193 -1.196
H 4.817 4.479 0.678
H 4.472 2.302 1.722
H 1.350 -2.432 1.638
H 3.772 -2.033 2.884
H 4.488 0.288 2.106

These are the natural (NBO) partial charges, in e, on atoms 1 to 2: atom 1 (V): 1.04, atom 2 (C): -0.65


Density functional theory data (the ωB97M-V functional and the def2-TZVPD basis) for the molecule C23H19NO4.

Calculated values
- ΔE to the lowest compared entry with this formula, charge and spin: 0.780 eV
- Orbital gap: 7.77 eV
- SMILES string: O=C(COC(=O)/C=C/c1ccccc1)Nc1cccc(Oc2ccccc2)c1

Element x y z (Å)
O 1.700 3.274 1.160
C 0.862 2.795 0.431
N 0.047 1.755 0.715
C -0.002 0.974 1.873
C 0.819 1.192 2.976
C 0.705 0.365 4.079
C -0.214 -0.668 4.112
C -1.045 -0.875 3.015
C -0.934 -0.059 1.898
H -1.575 -0.242 1.049
O -1.936 -1.913 2.937
C -2.597 -2.343 4.058
C -2.991 -1.489 5.083
C -3.710 -1.989 6.152
C -4.049 -3.330 6.208
C -3.670 -4.176 5.178
C -2.947 -3.689 4.106
H -2.645 -4.333 3.295
H -3.937 -5.222 5.211
H -4.610 -3.713 7.047
H -4.013 -1.321 6.945
H -2.740 -0.439 5.034
H -0.283 -1.316 4.972
H 1.349 0.527 4.929
H 1.537 1.994 2.960
H -0.611 1.480 -0.015
C 0.600 3.375 -0.974
H 1.212 4.271 -1.095
H -0.464 3.621 -1.072
O 0.990 2.500 -2.027
C 0.120 1.561 -2.426
O -0.946 1.369 -1.872
C 0.573 0.799 -3.587
C 1.746 1.016 -4.201
C 2.266 0.313 -5.355
C 3.513 0.691 -5.863
C 4.053 0.056 -6.964
C 3.359 -0.972 -7.582
C 2.121 -1.359 -7.090
C 1.578 -0.726 -5.990
H 0.615 -1.040 -5.620
H 1.579 -2.160 -7.570
H 3.779 -1.469 -8.443
H 5.018 0.361 -7.342
H 4.058 1.491 -5.383
H 2.385 1.796 -3.806
H -0.128 0.044 -3.909

These are the natural (NBO) partial charges, in e, on atoms 1 to 2: atom 1 (O): -0.59, atom 2 (C): 0.65


Which max |F| belongs to each record? In order, 0.008, 0.020, 0.020, 0.016 hartree/bohr.